Record 1
C30H36N12Pd | ωB97M-V/def2-TZVPD

The value obtained for the HOMO-LUMO gap is 6.356 eV. As for the largest force on an atom: 2.0 eV Å⁻¹. Its LUMO energy is -6.838 eV. The value obtained for the total energy is -53042.48733 eV.

Geometry as ORCA input:
```
! RIJCOSX wB97M-V def2-TZVPD def2/J DEFGRID3
* xyz 2 1
Pd 0.04 0.27 -0.08
C 4.29 0.12 -0.99
C 3.02 -0.30 -0.60
N 2.00 0.56 -0.55
C 2.25 1.87 -0.88
C 3.53 2.22 -1.31
N 4.53 1.37 -1.36
C 1.13 2.78 -0.72
C 1.16 4.16 -0.83
C 0.01 4.90 -0.55
C -1.17 4.22 -0.23
C -1.18 2.83 -0.20
N -0.03 2.15 -0.42
C -2.29 1.94 0.00
C -3.65 2.30 -0.06
N -4.61 1.42 -0.02
C -4.28 0.13 0.06
C -2.96 -0.27 0.13
N -1.96 0.61 0.10
C 0.05 6.37 -0.58
C -1.06 7.13 -0.95
C -0.95 8.51 -0.99
N 0.17 9.12 -0.68
C 1.23 8.44 -0.30
C 1.22 7.05 -0.24
H 5.13 -0.56 -1.00
H 2.83 -1.32 -0.32
H 3.76 3.23 -1.64
H 2.08 4.65 -1.11
H -2.07 4.77 0.02
H -3.95 3.34 -0.15
H -5.09 -0.58 0.07
H -2.69 -1.32 0.21
H -1.99 6.67 -1.24
H -1.77 9.15 -1.28
H 2.11 9.01 -0.05
H 2.10 6.53 0.10
C -1.85 -0.68 4.94
N -1.27 0.53 4.43
C -1.31 1.71 5.29
C -0.56 2.78 4.49
N -0.12 2.07 3.31
C 1.02 2.54 2.58
C -0.51 0.76 3.33
N -0.14 -0.03 2.36
C -0.44 -1.43 2.40
C 0.48 -2.17 1.42
N 0.19 -1.80 0.05
C 0.39 -2.65 -0.93
N 0.96 -3.89 -0.91
C 1.30 -4.80 0.16
C 0.78 -4.55 -2.20
C 0.43 -3.40 -3.14
N 0.01 -2.37 -2.21
C -0.37 -1.09 -2.75
H -2.49 -0.42 5.79
H -1.09 -1.38 5.31
H -2.47 -1.17 4.20
H -0.83 1.48 6.25
H -2.35 1.98 5.48
H 0.30 3.17 5.04
H -1.21 3.61 4.21
H 1.85 2.76 3.26
H 0.77 3.47 2.05
H 1.33 1.76 1.88
H -1.49 -1.63 2.14
H -0.24 -1.84 3.39
H 0.31 -3.23 1.59
H 1.52 -1.92 1.68
H 1.93 -4.34 0.91
H 1.88 -5.61 -0.29
H 0.42 -5.24 0.62
H -0.04 -5.27 -2.13
H 1.68 -5.08 -2.49
H -0.37 -3.64 -3.83
H 1.31 -3.06 -3.71
H -0.70 -1.26 -3.78
H 0.47 -0.38 -2.80
H -1.22 -0.66 -2.20
*
```

---

Record 2
C30H36N4O2Pt | ωB97M-V/def2-TZVPD

The value obtained for the HOMO-LUMO gap (spin up / spin down) is 4.669 / 4.667 eV. As for the largest force on an atom: 3.1 eV Å⁻¹. Its LUMO energy (spin up / spin down) is -1.086 / -1.086 eV. The value obtained for the total energy is -44995.61948 eV.

Geometry as ORCA input:
```
! RIJCOSX wB97M-V def2-TZVPD def2/J DEFGRID3
* xyz 0 1
Pt 0.28 0.28 0.08
C 1.88 -2.58 -2.74
C 1.38 -2.20 -1.36
O 0.47 -1.31 -1.30
C 1.99 -2.86 -0.29
C 1.61 -2.69 1.04
C 2.17 -3.57 2.13
N 0.76 -1.75 1.33
N 0.06 -1.70 2.44
C -0.92 -0.81 2.44
O -1.34 -0.22 1.39
C -1.53 -0.57 3.76
C -2.59 0.31 3.93
C -3.04 0.60 5.21
C -2.45 0.02 6.31
C -1.41 -0.88 6.14
C -0.95 -1.17 4.88
H 1.24 -2.14 -3.50
H 1.89 -3.66 -2.85
H 2.90 -2.21 -2.86
H 2.75 -3.59 -0.51
H 2.96 -4.20 1.75
H 1.36 -4.18 2.54
H 2.55 -2.95 2.94
H -3.06 0.75 3.06
H -3.86 1.30 5.35
H -2.80 0.26 7.31
H -0.95 -1.35 7.00
H -0.13 -1.86 4.73
C 5.87 3.18 -3.24
C 5.81 2.52 -1.86
C 6.66 1.25 -1.83
C 6.41 3.51 -0.84
C 4.39 2.12 -1.52
C 3.65 1.30 -2.41
C 2.42 0.83 -2.03
N 1.85 1.11 -0.86
C 2.48 2.01 -0.01
C 3.77 2.48 -0.35
C 1.73 2.42 1.11
C 2.16 3.30 2.12
C 1.34 3.69 3.15
C 0.00 3.24 3.10
C -0.39 2.37 2.11
N 0.44 1.92 1.17
C 1.86 4.60 4.24
C 2.12 5.98 3.62
C 3.16 4.04 4.83
C 0.85 4.74 5.38
H 6.87 3.53 -3.45
H 5.19 4.03 -3.28
H 5.59 2.48 -4.03
H 7.69 1.48 -2.09
H 6.29 0.51 -2.54
H 6.64 0.80 -0.84
H 7.43 3.75 -1.12
H 6.43 3.08 0.15
H 5.84 4.44 -0.83
H 4.03 1.03 -3.38
H 1.84 0.19 -2.68
H 4.27 3.13 0.35
H 3.18 3.65 2.07
H -0.73 3.55 3.83
H -1.41 2.03 2.06
H 2.87 5.92 2.84
H 2.45 6.68 4.38
H 1.20 6.36 3.17
H 3.94 3.97 4.08
H 2.99 3.05 5.25
H 3.52 4.69 5.63
H -0.06 5.24 5.04
H 1.27 5.33 6.19
H 0.59 3.76 5.78
*
```

---

Record 3
C30H37BBr2FN4O5STm | ωB97M-V/def2-TZVPD

The energy above the lowest of the compared OMol25 structures with the same formula, charge and spin comes out at 89.0 kJ/mol. The value obtained for the HOMO-LUMO gap (spin up / spin down) is 7.305 / 7.277 eV. As for the largest force on an atom: 2.6 eV Å⁻¹. The expectation value of S² is 2.002. Its LUMO energy (spin up / spin down) is -4.932 / -4.930 eV. The value obtained for the total energy is -231742.77036 eV.

Geometry as ORCA input:
```
! RIJCOSX wB97M-V def2-TZVPD def2/J DEFGRID3
* xyz 2 3
Tm 10.92 9.40 19.77
Br 12.28 12.31 20.29
C 11.39 13.08 18.76
Br 10.15 11.91 17.99
H 12.20 13.38 18.08
H 10.91 13.98 19.09
C 13.92 2.84 18.40
C 15.08 3.70 18.84
N 14.81 5.12 18.86
C 14.07 5.53 19.86
C 13.44 6.75 19.95
C 12.60 7.03 21.21
O 11.78 8.03 21.16
O 12.80 6.32 22.17
C 13.61 7.68 18.89
O 12.96 8.81 18.86
C 14.51 7.21 17.83
C 14.81 8.14 16.82
C 15.48 7.72 15.69
F 15.53 8.58 14.64
C 16.08 6.45 15.63
C 15.83 5.55 16.63
C 15.07 5.91 17.78
N 16.91 6.07 14.47
C 17.86 7.07 13.92
C 19.05 6.35 13.35
N 18.62 5.11 12.55
C 17.13 5.18 12.19
C 16.28 5.25 13.44
H 14.26 1.77 18.47
H 13.69 3.08 17.31
H 13.01 2.92 19.02
H 15.95 3.48 18.30
H 15.37 3.49 19.90
H 14.00 4.80 20.69
H 14.45 9.14 16.99
H 16.31 4.59 16.58
H 18.10 7.71 14.77
H 17.39 7.79 13.19
H 19.60 6.00 14.21
H 19.75 6.92 12.73
H 18.77 4.25 13.09
H 19.21 5.02 11.70
H 16.91 4.26 11.63
H 17.08 6.07 11.56
H 16.23 4.19 13.79
H 15.22 5.53 13.21
S 10.03 11.79 24.03
C 10.73 10.68 22.94
N 10.07 10.35 21.90
C 8.76 10.88 21.98
C 7.70 10.65 21.09
C 6.48 11.25 21.42
C 6.32 12.05 22.54
C 7.35 12.32 23.40
C 8.58 11.64 23.12
H 11.77 10.40 23.08
H 7.66 10.01 20.19
H 5.67 11.06 20.76
H 5.32 12.47 22.66
H 7.28 12.94 24.30
C 8.68 8.41 15.23
C 8.19 7.56 16.42
C 7.76 6.15 15.99
O 9.26 7.48 17.43
B 9.11 8.47 18.39
O 7.84 9.08 18.23
C 7.08 8.23 17.23
C 6.18 7.24 17.97
C 6.19 9.06 16.35
H 9.65 8.00 14.94
H 8.84 9.44 15.43
H 8.04 8.35 14.36
H 8.57 5.75 15.37
H 6.87 6.19 15.40
H 7.67 5.36 16.76
H 6.81 6.64 18.68
H 5.57 6.68 17.25
H 5.49 7.81 18.62
H 6.63 9.94 15.96
H 5.35 9.43 16.97
H 5.79 8.50 15.53
*
```

---

Record 4
C30H37BN12OSn | ωB97M-V/def2-TZVPD

The energy above the lowest of the compared OMol25 structures with the same formula, charge and spin comes out at 64.3 kJ/mol. The value obtained for the HOMO-LUMO gap (spin up / spin down) is 6.835 / 8.921 eV. As for the largest force on an atom: 0.8 eV Å⁻¹. The expectation value of S² is 0.792. Its LUMO energy (spin up / spin down) is -1.642 / -2.329 eV. The value obtained for the total energy is -58145.27173 eV.

Geometry as ORCA input:
```
! RIJCOSX wB97M-V def2-TZVPD def2/J DEFGRID3
* xyz 1 2
Sn 1.12 0.04 -0.07
C 3.17 1.47 -2.79
C 1.87 0.88 -3.25
C 1.18 1.11 -4.44
C 0.02 0.39 -4.33
N 0.03 -0.26 -3.15
N 1.17 0.05 -2.48
B -1.11 -1.03 -2.44
N -0.50 -2.21 -1.63
C -0.77 -3.52 -1.77
C -0.07 -4.22 -0.81
C 0.63 -3.25 -0.08
C 1.50 -3.46 1.11
N 0.37 -2.04 -0.60
N -1.77 -0.01 -1.44
C -3.04 0.43 -1.33
C -3.03 1.61 -0.61
C -1.69 1.85 -0.30
C -1.07 3.04 0.36
N -0.93 0.88 -0.82
N -2.04 -1.64 -3.48
C -1.64 -2.21 -4.65
C -2.70 -2.92 -5.15
C -3.73 -2.75 -4.20
C -5.12 -3.31 -4.21
N -3.32 -1.99 -3.19
H 3.76 1.81 -3.63
H 3.76 0.73 -2.23
H 3.01 2.32 -2.13
H 1.49 1.74 -5.27
H -0.82 0.30 -5.00
H -1.46 -3.87 -2.53
H -0.08 -5.28 -0.65
H 1.25 -4.41 1.58
H 1.37 -2.67 1.84
H 2.56 -3.50 0.83
H -3.85 -0.12 -1.78
H -3.88 2.22 -0.34
H -1.75 3.47 1.10
H -0.88 3.80 -0.40
H -0.13 2.80 0.84
H -0.64 -2.09 -5.04
H -2.74 -3.48 -6.07
H -5.48 -3.42 -5.24
H -5.80 -2.67 -3.66
H -5.14 -4.30 -3.75
N -2.44 -0.88 2.85
C -1.15 -0.51 2.74
O -0.54 -0.71 1.68
C -0.53 0.10 3.97
C 0.78 0.81 3.67
H -2.90 -1.29 2.06
H -2.96 -0.75 3.70
H -0.36 -0.71 4.69
H -1.22 0.80 4.43
H 1.44 0.15 3.12
H 1.26 1.11 4.60
N 0.52 2.00 2.82
C 0.06 3.03 3.29
C -0.46 4.19 3.79
C -1.87 4.38 3.88
C -2.37 5.55 4.39
C -1.53 6.57 4.83
C -0.14 6.40 4.74
C 0.40 5.24 4.23
H -2.53 3.59 3.54
H -3.45 5.68 4.45
H -1.94 7.49 5.22
H 0.52 7.19 5.07
H 1.48 5.12 4.16
C 4.50 -1.97 -1.44
C 4.56 -1.93 0.06
N 3.84 -1.17 0.85
C 4.24 -1.48 2.14
C 5.21 -2.43 2.12
N 5.40 -2.71 0.78
H 3.51 -1.66 -1.78
H 4.70 -2.97 -1.81
H 5.24 -1.29 -1.87
H 3.82 -0.98 3.00
H 5.76 -2.91 2.91
H 6.07 -3.36 0.41
*
```

---

Record 5
C30H37F5I2NOPS4Tc | ωB97M-V/def2-TZVPD

The energy above the lowest of the compared OMol25 structures with the same formula, charge and spin comes out at 61.9 kJ/mol. The value obtained for the HOMO-LUMO gap (spin up / spin down) is 6.182 / 5.384 eV. As for the largest force on an atom: 1.1 eV Å⁻¹. The expectation value of S² is 3.789. Its LUMO energy (spin up / spin down) is -7.078 / -7.874 eV. The value obtained for the total energy is -119850.58887 eV.

Geometry as ORCA input:
```
! RIJCOSX wB97M-V def2-TZVPD def2/J DEFGRID3
* xyz 2 4
Tc -0.73 -0.20 -0.97
C 2.66 -0.28 4.45
C 1.95 1.07 4.22
S 0.61 1.03 3.02
C -0.66 0.05 3.86
C -0.95 -1.37 3.31
S -0.30 -1.88 1.70
C 0.99 -3.09 2.14
C 1.98 -2.72 3.24
S 3.02 -1.26 2.97
H 2.06 -0.91 5.10
H 3.61 -0.10 4.95
H 2.63 1.81 3.81
H 1.56 1.44 5.17
H -1.55 0.66 3.82
H -0.36 -0.04 4.90
H -2.03 -1.51 3.25
H -0.57 -2.13 4.00
H 1.50 -3.31 1.21
H 0.47 -4.00 2.45
H 2.64 -3.57 3.38
H 1.45 -2.56 4.18
I 1.32 -3.42 -4.37
C -0.43 -3.61 -3.31
C -1.23 -4.77 -3.43
C -2.39 -4.92 -2.72
I -3.49 -6.63 -3.00
C -2.82 -3.90 -1.81
C -3.98 -3.93 -1.03
C -4.28 -2.87 -0.21
C -3.42 -1.78 -0.14
N -2.30 -1.73 -0.85
C -2.01 -2.77 -1.69
C -0.83 -2.61 -2.45
O -0.14 -1.47 -2.28
H -0.91 -5.55 -4.12
H -4.64 -4.79 -1.08
H -5.19 -2.87 0.39
H -3.63 -0.94 0.51
F -5.29 3.60 1.97
C -4.56 3.06 1.02
C -3.44 2.32 1.36
F -3.08 2.14 2.62
C -2.72 1.77 0.33
F -1.59 1.01 0.64
C -3.03 1.87 -1.00
S -2.06 1.10 -2.26
C -4.15 2.63 -1.31
F -4.51 2.79 -2.57
C -4.91 3.22 -0.31
F -5.97 3.94 -0.62
C 2.91 2.61 -2.98
C 1.96 1.43 -2.85
C 0.84 1.53 -3.90
P 1.35 1.14 -1.14
C 2.66 0.17 -0.30
C 4.10 0.62 -0.60
C 2.53 -1.31 -0.66
C 1.09 2.68 -0.18
C 0.22 3.70 -0.92
C 2.36 3.34 0.36
H 3.44 2.53 -3.94
H 3.67 2.66 -2.20
H 2.37 3.56 -2.99
H 2.50 0.50 -3.05
H 0.26 2.44 -3.77
H 0.17 0.67 -3.88
H 1.29 1.56 -4.89
H 2.45 0.28 0.76
H 4.36 0.46 -1.65
H 4.77 0.01 0.01
H 4.29 1.66 -0.36
H 2.62 -1.48 -1.74
H 1.59 -1.74 -0.32
H 3.34 -1.87 -0.17
H 0.54 2.32 0.69
H 0.80 4.25 -1.66
H -0.18 4.42 -0.21
H -0.63 3.24 -1.44
H 3.01 3.72 -0.43
H 2.94 2.68 1.00
H 2.06 4.20 0.97
*
```

---

Record 6
C30H37InN3PTe | ωB97M-V/def2-TZVPD

The energy above the lowest of the compared OMol25 structures with the same formula, charge and spin comes out at 155.8 kJ/mol. The value obtained for the HOMO-LUMO gap is 7.416 eV. As for the largest force on an atom: 0.8 eV Å⁻¹. Its LUMO energy is -5.841 eV. The value obtained for the total energy is -57922.72018 eV.

Geometry as ORCA input:
```
! RIJCOSX wB97M-V def2-TZVPD def2/J DEFGRID3
* xyz 2 1
In -1.07 -0.07 0.20
C -2.61 2.54 -0.70
C -1.32 3.25 -0.29
N -0.42 2.31 0.40
C -0.15 2.61 1.83
C -0.18 1.37 2.73
N -1.30 0.46 2.39
C -2.66 0.95 2.68
C -3.21 1.88 1.60
N -2.90 1.42 0.22
H -2.51 2.11 -1.70
H -3.44 3.25 -0.74
H -1.52 4.12 0.34
H -0.83 3.62 -1.19
H 0.46 2.31 -0.09
H -0.88 3.34 2.18
H 0.83 3.08 1.95
H -0.25 1.69 3.78
H 0.73 0.80 2.61
H -1.16 -0.40 2.92
H -2.69 1.45 3.65
H -3.30 0.07 2.75
H -2.83 2.89 1.72
H -4.29 1.94 1.74
H -3.71 0.93 -0.14
C 5.64 1.87 1.70
C 4.68 1.23 2.48
C 3.52 0.75 1.89
C 3.31 0.90 0.52
C 4.28 1.54 -0.26
C 5.43 2.02 0.33
P 1.79 0.20 -0.17
C 1.58 0.90 -1.85
C 1.69 2.28 -2.07
C 1.40 2.82 -3.31
C 0.98 1.99 -4.35
C 0.87 0.63 -4.14
C 1.16 0.08 -2.90
C 2.09 -1.55 -0.42
C 3.38 -2.00 -0.60
C 3.66 -3.37 -0.74
C 2.63 -4.26 -0.70
C 1.29 -3.84 -0.54
C 0.26 -4.81 -0.56
C -1.04 -4.43 -0.46
C -1.35 -3.06 -0.30
C -0.40 -2.08 -0.24
C 0.99 -2.46 -0.38
H 6.54 2.25 2.16
H 4.85 1.10 3.54
H 2.80 0.22 2.50
H 4.14 1.64 -1.33
H 6.18 2.51 -0.28
H 2.06 2.94 -1.29
H 1.52 3.88 -3.48
H 0.77 2.41 -5.33
H 0.56 -0.02 -4.95
H 1.09 -0.99 -2.75
H 4.20 -1.29 -0.62
H 4.68 -3.70 -0.88
H 2.82 -5.32 -0.81
H 0.53 -5.85 -0.68
H -1.84 -5.16 -0.49
H -2.40 -2.80 -0.23
C -4.71 -3.35 1.58
Te -4.58 -1.50 0.53
C -5.31 -2.24 -1.32
H -4.49 -4.14 0.88
H -5.71 -3.46 1.98
H -3.98 -3.35 2.38
H -6.36 -2.51 -1.20
H -4.72 -3.10 -1.62
H -5.22 -1.45 -2.07
*
```